ORCA calculation (ωB97M-V/def2-TZVPD) on the molecule C3H8N2S.

Last column: Mulliken charge in e.
Positions of all 14 atoms, in Å:
C 2.5001 0.2858 0.1298  -0.84
N 1.3814 -0.5304 -0.2321  -0.21
C 0.0188 -0.1867 -0.0295  0.28
S -1.1610 -1.3212 0.0567  -0.40
N -0.2512 1.1164 0.0549  -0.08
C -1.5397 1.5570 -0.0155  -1.07
H 3.2919 0.0160 -0.5269  0.36
H 2.3690 1.3582 -0.1019  0.24
H 2.8425 0.2185 1.1667  0.26
H 1.5080 -1.5000 -0.1788  0.22
H 0.5182 1.6388 -0.2395  0.18
H -2.0489 1.0448 -0.8429  0.37
H -2.1814 1.6987 0.8031  0.31
H -1.5100 2.6257 -0.2552  0.37

Atoms 1-3, force components in eV/Å:
0.11 1.04 -0.05
-2.46 1.67 0.26
1.80 -1.12 0.12

Output
charge = 0
energy relative to the best compared isomer or geometry (same formula, charge and spin) = 1.068 eV
SMILES string = CNC(=S)NC
HOMO energy = -8.17 eV
LUMO energy = 0.02618 hartree
maximum force = 0.08936 Eh/bohr